[1]
ORCA calculation (the ωB97M-V functional and the def2-TZVPD basis) on the molecule C5H8O.

The frontier orbital gap comes out at 10.579 eV. For the maximum force, the calculation gives 0.4 eV/Å. For the total energy, the calculation gives -7360.2560 eV. The LUMO energy is 1.0 eV. As for the SMILES: O[C@H]1[C@H]2CC[C@@H]12.

Positions of all 14 atoms, in Å:
1 O 0.0887 1.3604 1.4462
2 C 0.1650 -0.0300 1.3161
3 C -0.6331 -0.7495 0.2816
4 C -0.7940 0.1272 -0.9668
5 C 0.7487 0.2592 -1.0580
6 C 0.8843 -0.6517 0.1579
7 H -0.8402 1.5902 1.3069
8 H 0.2672 -0.5522 2.2672
9 H -1.2200 -1.6277 0.5303
10 H -1.3471 1.0675 -0.8581
11 H -1.2233 -0.4291 -1.8041
12 H 1.1552 -0.1625 -1.9786
13 H 1.1513 1.2629 -0.8981
14 H 1.5972 -1.4645 0.2574

[2]
ORCA calculation (the ωB97M-V functional and the def2-TZVPD basis) on a cluster of 2 separate species, C38H36O4P in total in a non-equilibrium geometry.

The frontier orbital gap comes out at 5.828 eV. For the maximum force, the calculation gives 2.1 eV/Å. For the total energy, the calculation gives -57461.3485 eV. Its charge is +1. The LUMO energy is -4.5 eV.

Positions of all 79 atoms, in Å:
1 C 5.4772 2.7966 1.8937
2 O 5.3971 1.3845 2.2076
3 C 4.2080 0.7548 2.0251
4 C 4.0886 -0.5742 2.5151
5 C 2.8547 -1.1741 2.5843
6 C 1.6630 -0.4829 2.2025
7 C 0.3631 -0.9486 2.5509
8 C -0.7431 -0.0351 2.5565
9 C -2.0164 -0.4838 2.1333
10 C -3.0665 0.4058 2.0184
11 C -2.8790 1.7737 2.3390
12 O -3.9992 2.5341 2.2164
13 C -5.0994 1.6216 1.8232
14 C -4.4993 0.2223 1.6315
15 C -1.6416 2.2501 2.7997
16 C -0.6184 1.3506 2.9411
17 C 1.8568 0.7483 1.4941
18 C 3.0795 1.3766 1.4327
19 H 6.5244 3.0441 2.0625
20 H 5.2041 2.9908 0.8477
21 H 4.8329 3.3846 2.5624
22 H 4.9896 -1.0697 2.8710
23 H 2.7563 -2.1833 2.9755
24 H 0.2293 -1.9454 2.9696
25 H -2.1295 -1.5207 1.8321
26 H -5.8420 1.6423 2.6322
27 H -5.5535 2.0227 0.9081
28 H -4.6086 -0.1133 0.5920
29 H -5.0099 -0.5096 2.2702
30 H -1.5470 3.3085 3.0307
31 H 0.3355 1.7065 3.3313
32 H 1.0100 1.2408 1.0174
33 H 3.1706 2.3665 0.9734
34 C 3.6169 -3.7037 5.1315
35 C 2.3972 -4.5298 4.8357
36 O 1.6352 -3.8354 3.8073
37 C 0.4461 -4.4611 3.5976
38 C -0.4036 -3.9310 2.5313
39 P -1.6920 -5.0578 2.1145
40 C -3.0912 -5.2210 3.2692
41 C -4.4252 -5.3299 2.8269
42 C -5.4361 -5.7107 3.7119
43 C -5.1403 -5.9713 5.0521
44 C -3.8335 -5.7905 5.5155
45 C -2.8267 -5.4032 4.6349
46 C -2.5061 -4.5586 0.5717
47 C -2.4402 -5.3061 -0.6158
48 C -3.0040 -4.8010 -1.7908
49 C -3.5792 -3.5259 -1.8060
50 C -3.6702 -2.7904 -0.6206
51 C -3.2319 -3.3533 0.5776
52 C -1.1712 -6.7875 1.8246
53 C -1.8875 -7.8863 2.3304
54 C -1.5127 -9.1915 1.9965
55 C -0.4109 -9.4179 1.1672
56 C 0.3405 -8.3333 0.7079
57 C -0.0286 -7.0270 1.0418
58 O 0.1606 -5.4404 4.3109
59 H 4.2683 -4.2730 5.7991
60 H 4.1791 -3.4528 4.2256
61 H 3.3376 -2.7763 5.6459
62 H 2.6742 -5.5235 4.4589
63 H 1.7866 -4.6387 5.7393
64 H 0.0964 -3.4278 1.7057
65 H -4.6813 -5.1342 1.7857
66 H -6.4588 -5.8123 3.3443
67 H -5.9231 -6.3108 5.7328
68 H -3.5886 -5.9624 6.5643
69 H -1.8096 -5.2774 4.9965
70 H -1.9674 -6.2891 -0.6179
71 H -2.9823 -5.4026 -2.6991
72 H -3.9677 -3.1086 -2.7360
73 H -4.0958 -1.7851 -0.6222
74 H -3.4693 -2.8688 1.5293
75 H -2.7441 -7.7258 2.9864
76 H -2.0902 -10.0303 2.3862
77 H -0.1365 -10.4369 0.8845
78 H 1.2185 -8.4962 0.0818
79 H 0.5672 -6.1873 0.6805

[3]
ORCA calculation (the ωB97M-V functional and the def2-TZVPD basis) on a cluster of 3 separate species, C30H43N4O6 in total in a non-equilibrium geometry.

The frontier orbital gap comes out at 6.867 eV. For the maximum force, the calculation gives 3.0 eV/Å. For the total energy, the calculation gives -50034.9794 eV. Its charge is +1. The LUMO energy is -4.0 eV.

Positions of all 83 atoms, in Å:
1 C 0.7017 2.8453 2.4953
2 C 1.9609 2.3796 2.1044
3 C 2.2756 1.3303 1.0229
4 C 2.7661 1.9311 -0.3288
5 C 2.1583 3.3112 -0.6686
6 C 3.2867 0.4164 1.7642
7 N 2.3547 -0.1952 2.7326
8 C 1.1775 -0.2899 2.2627
9 C 1.1786 0.2014 0.7890
10 C 1.7340 -1.0877 0.0638
11 C 0.6724 -1.8417 -0.7701
12 C 0.9904 -3.3457 -1.0144
13 C 0.2179 -4.2604 -0.0184
14 N 1.1261 -4.6379 1.0910
15 C 0.4972 -4.6777 2.3825
16 C -0.3381 -3.5224 2.9563
17 O 0.6405 -5.6176 3.0617
18 C -0.1135 0.8050 0.2341
19 C -1.3494 0.3697 1.0500
20 O -2.4939 0.7742 0.3359
21 C -3.5384 -0.1855 0.4071
22 C -3.4542 -1.2355 -0.7415
23 H 0.2166 3.6213 1.8889
24 H 0.1371 2.4913 3.3614
25 H 2.8290 2.7693 2.6543
26 H 2.5777 1.1989 -1.1208
27 H 3.8529 2.0631 -0.2442
28 H 1.2331 3.5422 -0.1312
29 H 1.9381 3.3266 -1.7309
30 H 2.8570 4.1139 -0.4647
31 H 3.9668 1.0389 2.3623
32 H 3.9685 -0.2147 1.1932
33 H 2.6916 -0.4661 3.6497
34 H 0.3347 -0.6750 2.8281
35 H 2.1379 -1.7991 0.7959
36 H 2.5841 -0.8137 -0.5681
37 H -0.3465 -1.7411 -0.3915
38 H 0.6636 -1.3650 -1.7592
39 H 0.6232 -3.5657 -2.0214
40 H 2.0615 -3.5735 -1.0173
41 H -0.0527 -5.1583 -0.5848
42 H -0.7191 -3.7988 0.3124
43 H 1.9360 -4.0281 1.0869
44 H 0.2794 -2.8996 3.6121
45 H -1.0902 -3.9791 3.6034
46 H -0.8769 -2.9315 2.2077
47 H -0.0892 1.8960 0.2300
48 H -0.3094 0.5239 -0.8041
49 H -1.3338 0.8769 2.0303
50 H -1.3435 -0.7266 1.1571
51 H -3.5935 -0.6936 1.3797
52 H -4.4812 0.3539 0.2802
53 H -4.2390 -1.0344 -1.4711
54 H -2.4599 -1.1452 -1.1906
55 H -3.6097 -2.2446 -0.3667
56 C -9.2731 -4.6420 0.0222
57 C -8.5801 -5.8064 0.3261
58 C -7.2299 -5.9073 0.0320
59 C -6.5877 -4.8338 -0.5617
60 C -7.2681 -3.6694 -0.8767
61 C -8.6187 -3.5766 -0.5822
62 N -5.1511 -4.9289 -0.8530
63 O -4.5844 -5.9701 -0.5823
64 O -4.6044 -3.9534 -1.3468
65 H -10.3270 -4.5643 0.2578
66 H -9.0927 -6.6354 0.7954
67 H -6.6941 -6.8152 0.2698
68 H -6.7616 -2.8373 -1.3449
69 H -9.1619 -2.6719 -0.8209
70 C 7.3116 7.8976 -2.9182
71 C 6.2350 8.6137 -2.4117
72 C 5.0202 7.9824 -2.1990
73 C 4.9004 6.6347 -2.4941
74 C 5.9637 5.9102 -3.0064
75 C 7.1747 6.5486 -3.2189
76 N 3.6206 5.9574 -2.2477
77 O 2.6981 6.6231 -1.8143
78 O 3.5498 4.7611 -2.4840
79 H 8.2611 8.3924 -3.0785
80 H 6.3440 9.6647 -2.1800
81 H 4.1845 8.5433 -1.8051
82 H 5.8619 4.8598 -3.2395
83 H 8.0142 5.9941 -3.6165